No. 1
{"formula": "C44H77F9N4O28PS3", "method": "ωB97M-V/def2-TZVPD", "elements": ["C", "C", "C", "C", "C", "N", "C", "C", "C", "C", "C", "S", "C", "S", "N", "C", "C", "N", "C", "P", "O", "O", "C", "S", "O", "O", "C", "F", "F", "C", "F", "F", "C", "F", "F", "C", "F", "F", "F", "C", "N", "H", "H", "H", "H", "H", "H", "H", "H", "H", "H", "H", "H", "H", "H", "H", "H", "H", "H", "H", "H", "H", "H", "H", "H", "H", "H", "H", "H", "H", "C", "O", "C", "O", "O", "C", "H", "H", "H", "H", "H", "H", "C", "O", "C", "O", "O", "C", "H", "H", "H", "H", "H", "H", "C", "O", "C", "O", "O", "C", "H", "H", "H", "H", "H", "H", "C", "O", "C", "O", "O", "C", "H", "H", "H", "H", "H", "H", "C", "O", "C", "O", "O", "C", "H", "H", "H", "H", "H", "H", "C", "O", "C", "O", "O", "C", "H", "H", "H", "H", "H", "H", "C", "O", "C", "O", "O", "C", "H", "H", "H", "H", "H", "H", "C", "O", "C", "O", "O", "C", "H", "H", "H", "H", "H", "H"], "coordinates": [[4.04, 3.13, 6.29], [3.45, 3.89, 5.03], [4.28, 3.57, 3.74], [4.03, 4.55, 2.53], [2.52, 4.86, 2.23], [2.19, 4.41, 0.81], [0.97, 5.09, 0.27], [-0.29, 4.17, 0.08], [-1.11, 4.82, -1.13], [-2.42, 4.02, -1.49], [-3.71, 4.92, -1.25], [-4.77, 4.26, 0.08], [-5.23, 2.56, -0.36], [-4.91, 1.86, -1.81], [-5.94, 1.89, 0.69], [-7.21, 1.36, 0.62], [-7.51, 0.84, 1.92], [-6.38, 1.09, 2.69], [-5.44, 1.71, 1.98], [-1.46, 4.31, 1.57], [-2.11, 5.66, 1.44], [-0.02, 2.81, -0.30], [1.33, 2.59, -0.65], [1.52, 0.78, -1.09], [0.29, 0.14, -0.73], [2.70, 0.34, -0.39], [1.91, 0.76, -2.90], [1.18, 1.78, -3.49], [3.22, 1.12, -3.07], [1.52, -0.56, -3.69], [2.12, -0.40, -4.93], [0.19, -0.50, -3.94], [2.06, -1.92, -3.13], [3.31, -1.67, -2.62], [2.27, -2.76, -4.18], [1.24, -2.67, -2.02], [1.68, -2.44, -0.76], [1.46, -4.01, -2.21], [-0.09, -2.50, -2.03], [2.19, 2.90, 0.66], [1.57, 2.17, 1.74], [3.65, 2.08, 6.25], [5.15, 3.12, 6.22], [3.70, 3.63, 7.23], [3.55, 4.99, 5.22], [2.40, 3.55, 4.86], [5.36, 3.68, 4.01], [4.17, 2.50, 3.43], [4.58, 5.50, 2.73], [4.55, 4.10, 1.64], [1.80, 4.48, 2.98], [2.42, 5.97, 2.21], [2.98, 4.76, 0.26], [0.68, 5.97, 0.89], [1.22, 5.50, -0.74], [-0.42, 4.72, -2.01], [-1.25, 5.90, -0.96], [-2.37, 3.80, -2.58], [-2.52, 3.05, -0.94], [-3.38, 5.93, -0.89], [-4.25, 5.08, -2.21], [-7.84, 1.40, -0.29], [-8.46, 0.38, 2.21], [-4.48, 2.03, 2.40], [-0.76, 4.20, 2.81], [-2.54, 3.37, 1.47], [1.70, 3.19, -1.52], [3.25, 2.60, 0.53], [0.80, 2.69, 2.16], [2.24, 1.84, 2.42], [5.47, 0.92, -4.06], [6.86, 1.09, -4.34], [7.66, 0.64, -3.37], [7.32, 0.14, -2.34], [8.93, 0.85, -3.76], [9.91, 0.42, -2.82], [4.91, 1.32, -4.91], [5.22, -0.14, -3.95], [5.19, 1.48, -3.18], [9.84, -0.65, -2.65], [9.81, 0.96, -1.88], [10.89, 0.65, -3.24], [-3.28, -8.42, -0.59], [-3.62, -7.27, -1.37], [-2.58, -6.65, -1.94], [-1.43, -6.98, -1.85], [-3.05, -5.60, -2.62], [-2.04, -4.84, -3.28], [-4.20, -8.83, -0.19], [-2.80, -9.18, -1.21], [-2.63, -8.14, 0.24], [-1.52, -5.45, -4.02], [-1.34, -4.42, -2.56], [-2.53, -4.02, -3.79], [-1.08, -10.04, -3.38], [-0.98, -11.29, -4.06], [-1.06, -12.36, -3.26], [-1.20, -12.34, -2.06], [-0.95, -13.46, -4.01], [-1.01, -14.68, -3.28], [-1.00, -9.25, -4.13], [-2.05, -9.95, -2.88], [-0.27, -9.92, -2.67], [-1.98, -14.78, -2.78], [-0.20, -14.75, -2.56], [-0.91, -15.50, -4.00], [-0.89, 8.88, 5.28], [-0.08, 9.00, 6.45], [1.21, 8.74, 6.24], [1.71, 8.42, 5.19], [1.86, 8.89, 7.40], [3.26, 8.64, 7.33], [-1.92, 9.11, 5.57], [-0.58, 9.59, 4.52], [-0.86, 7.86, 4.90], [3.74, 9.34, 6.65], [3.46, 7.61, 7.03], [3.67, 8.79, 8.33], [-6.32, -9.70, -7.86], [-5.90, -10.93, -7.27], [-4.59, -10.98, -6.98], [-3.79, -10.10, -7.18], [-4.34, -12.17, -6.43], [-2.96, -12.37, -6.08], [-7.39, -9.78, -8.04], [-6.14, -8.87, -7.18], [-5.81, -9.54, -8.81], [-2.65, -11.64, -5.33], [-2.32, -12.32, -6.96], [-2.88, -13.36, -5.65], [-4.92, 0.50, 5.15], [-4.75, 0.44, 6.57], [-5.85, 0.07, 7.23], [-6.92, -0.19, 6.74], [-5.57, 0.06, 8.54], [-6.66, -0.32, 9.38], [-3.96, 0.80, 4.72], [-5.18, -0.48, 4.75], [-5.66, 1.23, 4.88], [-6.99, -1.33, 9.14], [-7.49, 0.39, 9.27], [-6.31, -0.30, 10.41], [-5.94, 7.47, 7.26], [-5.07, 6.37, 7.52], [-5.69, 5.18, 7.58], [-6.87, 5.00, 7.43], [-4.78, 4.24, 7.82], [-5.30, 2.92, 7.91], [-5.33, 8.37, 7.24], [-6.43, 7.36, 6.29], [-6.68, 7.58, 8.05], [-5.76, 2.63, 6.97], [-6.02, 2.84, 8.73], [-4.48, 2.25, 8.11], [10.96, 0.84, -10.59], [11.13, 0.78, -9.18], [10.03, 0.44, -8.50], [8.95, 0.20, -8.98], [10.33, 0.43, -7.20], [9.23, 0.08, -6.35], [11.91, 1.11, -11.03], [10.66, -0.14, -10.99], [10.22, 1.59, -10.86], [8.87, -0.92, -6.57], [8.43, 0.81, -6.44], [9.59, 0.10, -5.32]], "mulliken_charge": [-1.2134, -0.0645, -0.7123, -0.7689, -0.1909, 0.4153, -1.7531, 0.8600, -1.0997, -0.6146, -0.7554, -0.0404, 0.0228, -0.1600, 0.2632, 0.0590, -0.8494, -0.2628, -0.0987, 1.0235, -0.7156, -0.3358, -0.8901, 1.4582, -0.6928, -0.6809, 0.5247, -0.2488, -0.0688, 0.4004, -0.2768, -0.2283, 0.6645, -0.2193, -0.2989, 0.7250, -0.2237, -0.2607, -0.1944, -1.2789, -0.1710, 0.3190, 0.3227, 0.3467, 0.2322, 0.1973, 0.4585, 0.1675, 0.4503, 0.2399, 0.1329, 0.5028, 0.5286, 0.5724, 0.3026, 0.5045, 0.5387, 0.3321, 0.2825, 0.4213, 0.4772, 0.4009, 0.3778, 0.1440, 0.0670, -0.2569, 0.5374, 0.8979, 0.1755, 0.2715, -0.5540, -0.3080, 0.7272, -0.5610, -0.3654, -0.7506, 0.2965, 0.3211, 0.1832, 0.3254, 0.3187, 0.2632, -0.2767, -0.3387, 0.8469, -0.5528, -0.3572, -0.5013, 0.2273, 0.0313, 0.2862, 0.2960, 0.1449, 0.2633, -0.6691, -0.3368, 0.7838, -0.5464, -0.3046, -0.7167, 0.2934, 0.0956, 0.4299, 0.3186, 0.3382, 0.2273, -0.5377, -0.3152, 0.8348, -0.5653, -0.3197, -0.4701, 0.2206, 0.2896, 0.2167, 0.2935, 0.1279, 0.2346, -0.6234, -0.3255, 0.7950, -0.5496, -0.3449, -0.2205, 0.2197, 0.2879, 0.2880, -0.0400, 0.3012, 0.2064, -0.6840, -0.3228, 0.7726, -0.5531, -0.3120, -0.6799, 0.2259, 0.3603, 0.4193, 0.2999, 0.3169, 0.2346, -0.6514, -0.2879, 0.6898, -0.5300, -0.3205, -0.5285, 0.2008, 0.3114, 0.2965, 0.1552, 0.2964, 0.3355, -0.6271, -0.3229, 0.7601, -0.5404, -0.3085, -0.4982, 0.2218, 0.2938, 0.2891, 0.3475, 0.2798, 0.1850], "orbital_gap_ha": 0.27484, "total_charge": 1}

***

No. 2
{"formula": "C24H31N3O3", "method": "ωB97M-V/def2-TZVPD", "elements": ["C", "C", "O", "C", "O", "C", "C", "C", "C", "C", "C", "C", "N", "C", "C", "C", "N", "C", "C", "C", "C", "C", "O", "C", "C", "C", "N", "C", "C", "C", "H", "H", "H", "H", "H", "H", "H", "H", "H", "H", "H", "H", "H", "H", "H", "H", "H", "H", "H", "H", "H", "H", "H", "H", "H", "H", "H", "H", "H", "H", "H"], "coordinates": [[-0.38, 2.24, 0.38], [-1.73, 1.54, 0.35], [-1.70, 0.40, 1.21], [-2.17, -0.76, 0.74], [-2.67, -0.88, -0.35], [-2.06, -1.90, 1.74], [-3.48, -2.12, 2.31], [-4.00, -0.94, 3.10], [-5.17, -1.14, 4.02], [-3.81, -0.86, 4.58], [-1.04, -1.64, 2.85], [0.38, -1.54, 2.29], [0.73, -2.75, 1.55], [2.12, -2.76, 1.14], [2.45, -1.67, 0.16], [2.31, -1.82, -1.22], [2.42, -0.82, -2.06], [2.66, 0.40, -1.56], [2.70, 1.53, -2.48], [2.55, 1.33, -3.85], [2.58, 2.40, -4.73], [2.76, 3.69, -4.24], [2.81, 4.81, -5.01], [2.67, 4.68, -6.41], [2.91, 3.89, -2.87], [2.88, 2.83, -2.00], [2.86, 0.64, -0.26], [2.77, -0.37, 0.57], [-0.19, -2.98, 0.46], [-1.61, -3.15, 0.98], [-0.13, 2.52, 1.40], [0.40, 1.59, -0.01], [-0.42, 3.13, -0.24], [-1.99, 1.21, -0.66], [-2.52, 2.21, 0.72], [-4.15, -2.32, 1.48], [-3.46, -3.00, 2.96], [-3.97, 0.00, 2.55], [-5.92, -0.36, 4.08], [-5.57, -2.13, 4.12], [-3.62, 0.10, 5.03], [-3.29, -1.67, 5.07], [-1.27, -0.72, 3.38], [-1.08, -2.47, 3.56], [1.08, -1.44, 3.12], [0.45, -0.64, 1.66], [2.32, -3.74, 0.68], [2.74, -2.66, 2.04], [2.11, -2.79, -1.66], [2.41, 0.33, -4.22], [2.46, 2.21, -5.78], [1.70, 4.25, -6.68], [3.47, 4.07, -6.83], [2.74, 5.69, -6.80], [3.05, 4.90, -2.51], [3.00, 2.98, -0.94], [2.96, -0.14, 1.62], [0.12, -3.89, -0.06], [-0.19, -2.16, -0.28], [-2.29, -3.34, 0.14], [-1.65, -4.01, 1.66]], "nbo_charge": [-0.6268, -0.0812, -0.5266, 0.8212, -0.6147, -0.1475, -0.3668, -0.2368, -0.4151, -0.4216, -0.3998, -0.2220, -0.4383, -0.2302, -0.1405, 0.0882, -0.4580, 0.4000, -0.1642, -0.0824, -0.3364, 0.3221, -0.4889, -0.2526, -0.2656, -0.1443, -0.4666, 0.0857, -0.2306, -0.3864, 0.2094, 0.2187, 0.2202, 0.2126, 0.1804, 0.2218, 0.2059, 0.2162, 0.2150, 0.2098, 0.2153, 0.2100, 0.2299, 0.2095, 0.1987, 0.1758, 0.2067, 0.2067, 0.1937, 0.2274, 0.2183, 0.1772, 0.1773, 0.2008, 0.2233, 0.2358, 0.1942, 0.2029, 0.1726, 0.2311, 0.2092], "relative_energy_kj_mol": 200.87, "smiles": "CCOC(=O)C1(CC2CC2)CCN(Cc2cnc(-c3ccc(OC)cc3)nc2)CC1", "orbital_gap_ha": 0.31905}

***

No. 3
{"formula": "C5H6N2O5", "method": "ωB97M-V/def2-TZVPD", "elements": ["C", "N", "O", "C", "O", "C", "N", "O", "C", "O", "O", "C", "H", "H", "H", "H", "H", "H"], "coordinates": [[-3.24, 1.30, 0.89], [-2.25, 0.61, 0.54], [-2.18, 0.30, -0.82], [-1.06, -0.36, -1.24], [-0.97, -0.66, -2.39], [0.01, -0.68, -0.22], [-0.06, -1.41, 0.82], [-1.19, -1.97, 1.23], [1.39, -0.26, -0.64], [1.78, -0.28, -1.78], [2.12, 0.13, 0.40], [3.49, 0.40, 0.14], [-3.30, 1.55, 1.93], [-4.02, 1.66, 0.21], [-1.98, -1.72, 0.71], [3.82, 1.12, 0.88], [3.61, 0.81, -0.87], [4.05, -0.53, 0.21]], "nbo_charge": [-0.0870, -0.1505, -0.3820, 0.7254, -0.4776, -0.0611, 0.0158, -0.4886, 0.7628, -0.5557, -0.4818, -0.2678, 0.2073, 0.1889, 0.4536, 0.1971, 0.2093, 0.1918], "relative_energy_kj_mol": 448.17, "smiles": "C=NOC(=O)/C(=N\\O)C(=O)OC", "orbital_gap_ha": 0.38872}

***

What are the HOMO values for these records? In order: -10.77 -8.16 -10.36 eV.